Entry from the Open Molecules 2025 dataset: one molecule with the formula C4H6N2 in a non-equilibrium geometry (the ωB97M-V functional and the def2-TZVPD basis).

Structure (XYZ):
```
12
Properties=species:S:1:pos:R:3:forces:R:3
C -3.47342 -0.47432 -0.01975 -2.3 -0.7 0.5
C -2.41651 0.09213 -0.04394 -0.6 -0.8 0.2
C -1.14226 0.63728 0.06854 4.4 1.3 -1.0
N -0.04292 -0.08409 -0.08945 -1.3 0.5 0.9
N 1.19821 0.43842 0.01318 -0.2 0.8 0.5
C 2.30460 -0.54915 0.01088 -0.4 0.1 -0.2
H -4.49173 -0.92751 0.14326 1.9 0.8 -0.5
H -0.95344 1.74562 0.11795 -0.8 -0.9 0.3
H 1.37591 1.44995 -0.16249 -0.4 -1.2 0.4
H 1.69315 -1.36054 -0.50453 2.0 0.3 0.6
H 3.14934 -0.06841 -0.55515 -0.8 -1.0 0.1
H 2.79907 -0.89941 1.02148 -1.6 0.8 -1.6
```
Forces are in eV/Å.

- frontier orbital gap (Ha) = 0.330
- SMILES = C#C/C=N/NC
- LUMO level (eV) = 0.92
- energy above the lowest of the compared OMol25 structures with the same formula, charge and spin (kcal per mole) = 100.9
- net charge = 0